The following is a quantum chemistry calculation of a molecular structure, C14H20CeCl3NO3, from the OMol25 dataset.

Geometry as ORCA input:
```
! wB97M-V def2-TZVPD RIJCOSX def2/J DEFGRID3
* xyz -2 1
C -0.71 1.04 -1.88
C -0.85 -0.37 -2.13
C 0.44 -0.95 -2.14
C -2.11 -1.08 -2.46
C 1.38 0.07 -1.88
C 0.68 1.31 -1.72
C 1.31 2.65 -1.57
C -1.81 2.05 -1.90
C 0.74 -2.37 -2.42
C 2.85 -0.12 -1.91
Ce -0.02 0.11 0.09
Cl -3.60 -3.65 0.51
Cl -2.32 -0.33 0.59
Cl 0.35 -2.13 0.77
H -2.98 -0.51 -2.18
H -2.16 -2.04 -1.96
H -2.14 -1.26 -3.54
H -0.02 -3.03 -2.04
H 1.69 -2.67 -1.98
H 0.81 -2.52 -3.50
H 3.16 -1.02 -1.40
H 3.38 0.71 -1.45
H 3.18 -0.19 -2.95
H 2.22 2.60 -0.98
H 0.63 3.35 -1.09
H 1.56 3.06 -2.55
H -2.72 1.65 -1.48
H -2.00 2.36 -2.93
H -1.54 2.93 -1.33
O -0.42 1.68 1.12
H 0.39 2.08 1.48
O -2.16 0.42 3.23
C -1.04 0.04 3.54
C -0.64 -0.18 4.96
C 0.83 -0.60 4.82
C 1.06 -0.49 3.35
O 2.14 -0.71 2.81
N -0.04 -0.15 2.65
H -0.74 0.77 5.52
H -1.25 -0.98 5.42
H 1.50 0.10 5.38
H 0.99 -1.65 5.14
*
```

Summary:
HOMO level: -0.7 eV
E: -2681.72319 Ha

---

The following is a quantum chemistry calculation of a gas-phase ion, C14H20ClF5N3O4S (charge +1), from the OMol25 dataset.

Geometry as ORCA input:
```
! wB97M-V def2-TZVPD RIJCOSX def2/J DEFGRID3
* xyz 1 1
C 1.86 -2.57 3.58
C 0.39 -2.92 3.31
C -0.30 -1.92 2.38
C 0.12 -2.21 0.94
N 0.29 -0.98 0.13
N 1.49 -0.40 0.13
C 1.39 0.65 -0.65
C 2.52 1.57 -0.95
C 2.93 2.50 0.22
C 2.45 2.05 1.57
O 3.07 1.36 2.28
O 1.22 2.54 1.92
N 0.12 0.73 -1.16
C -0.37 1.72 -2.12
C -0.40 1.17 -3.56
C 0.76 0.24 -3.90
Cl 0.28 -1.47 -3.98
C -0.56 -0.31 -0.63
S -2.29 -0.77 -0.86
O -2.54 -1.76 0.14
O -2.57 -1.06 -2.22
C -3.21 0.79 -0.45
F -2.43 1.55 0.35
F -3.42 1.45 -1.60
C -4.60 0.51 0.26
F -5.06 -0.69 -0.06
F -5.45 1.43 -0.16
F -4.43 0.62 1.57
H 2.03 -1.50 3.46
H 2.50 -3.09 2.88
H 2.15 -2.87 4.58
H -0.19 -3.06 4.22
H 0.36 -3.88 2.79
H -0.08 -0.89 2.67
H -1.37 -2.10 2.44
H 1.10 -2.68 0.93
H -0.57 -2.87 0.44
H 2.30 2.16 -1.83
H 3.37 0.94 -1.21
H 2.61 3.52 0.03
H 4.02 2.53 0.26
H 0.57 1.84 1.80
H -1.35 2.07 -1.83
H 0.28 2.59 -2.08
H -1.33 0.64 -3.71
H -0.39 2.01 -4.25
H 1.59 0.30 -3.20
H 1.16 0.50 -4.87
*
```

Summary:
HOMO level: -13.8 eV
E: -2368.12258 Ha

---

The following is a quantum chemistry calculation of a molecular structure, C14H20ClIN2O2PSeTl, from the OMol25 dataset.

Geometry as ORCA input:
```
! wB97M-V def2-TZVPD RIJCOSX def2/J DEFGRID3
* xyz 2 1
C -0.09 -2.71 -1.92
C 0.78 -1.86 -1.04
H 0.50 -3.08 -2.77
H -0.93 -2.13 -2.31
H -0.48 -3.56 -1.35
O 1.57 -2.25 -0.19
I 1.24 0.18 -1.85
Tl -3.34 0.73 0.17
P 0.36 0.85 -4.14
C 1.76 1.48 -5.07
C -0.31 -0.62 -4.92
H -1.74 1.70 -3.37
H -1.21 2.45 -4.93
H -0.44 2.97 -3.38
C -0.89 2.12 -3.93
H -1.27 -0.88 -4.45
H -0.47 -0.41 -5.98
H 1.45 1.59 -6.12
H 2.60 0.79 -5.00
H 0.39 -1.46 -4.81
H 2.04 2.47 -4.66
C 3.95 -1.28 -2.02
O 4.96 -1.79 -1.98
Cl -2.72 -0.32 -2.25
C 1.50 -0.03 2.36
N 0.20 -0.25 2.98
C -0.92 -0.66 2.31
Se -1.22 -0.89 0.50
N -1.92 -0.66 3.25
C -1.47 -0.16 4.47
C -2.21 0.39 5.50
C -1.49 1.13 6.45
C -0.11 1.35 6.31
C 0.61 0.85 5.22
C -0.11 0.07 4.31
H 1.74 -0.89 1.73
H 2.22 0.06 3.18
H 1.53 0.88 1.75
H -2.87 -0.94 3.06
H -3.28 0.23 5.51
H -2.02 1.55 7.30
H 0.40 1.94 7.07
H 1.66 1.06 5.03
*
```

Summary:
ΔE to the lowest compared entry with this formula, charge and spin: 0.373 eV
HOMO level: -13.5 eV
E: -4478.05957 Ha

---

The following is a quantum chemistry calculation of C14H20ClNO in the gas phase, from the OMol25 dataset.

Geometry as ORCA input:
```
! wB97M-V def2-TZVPD RIJCOSX def2/J DEFGRID3
* xyz 0 1
C -4.61 -2.00 0.18
C -3.51 -1.00 -0.01
C -2.20 -1.39 -0.19
C -1.17 -0.47 -0.37
O 0.07 -1.01 -0.56
C 1.20 -0.17 -0.66
C 1.66 0.37 0.70
C 2.96 1.15 0.56
N 4.01 0.34 -0.01
C 5.18 1.09 -0.44
C 6.21 0.00 -0.69
C 5.98 -0.94 0.49
C 4.50 -0.73 0.86
C -1.47 0.89 -0.36
C -2.78 1.30 -0.18
C -3.78 0.37 0.00
Cl -5.41 0.92 0.23
H -4.21 -3.01 0.15
H -5.36 -1.89 -0.60
H -5.10 -1.84 1.14
H -1.94 -2.44 -0.20
H 1.01 0.65 -1.36
H 1.98 -0.80 -1.07
H 0.89 1.01 1.13
H 1.80 -0.48 1.38
H 3.24 1.55 1.55
H 2.80 2.00 -0.11
H 5.54 1.79 0.34
H 4.93 1.67 -1.34
H 5.97 -0.51 -1.63
H 7.22 0.38 -0.74
H 6.62 -0.66 1.33
H 6.19 -1.98 0.24
H 4.39 -0.47 1.92
H 3.90 -1.63 0.68
H -0.71 1.64 -0.50
H -3.01 2.35 -0.17
*
```

Summary:
ΔE to the lowest compared entry with this formula, charge and spin: 0.814 eV
HOMO level: -8.2 eV
E: -1135.64645 Ha